Entry 1:
Density functional theory data (ωB97M-V/def2-TZVPD) for 3 unconnected molecules or ions with the total composition C5H16N2O3 in a non-equilibrium geometry.

Results
**LUMO level**: 0.634 eV
**Energy above the lowest of the compared OMol25 structures with the same formula, charge and spin**: 308.58 kJ/mol
**SMILES string**: CN[C@H](C=O)CCN.O.O

Geometry as XYZ:
```
26
Properties=species:S:1:pos:R:3:forces:R:3
C 0.3713 -2.2641 -0.0385 0.1705 -0.8045 0.0585
N 0.1090 -0.8110 -0.2378 -0.6078 -1.5280 0.9285
C 1.1126 0.0230 0.3800 0.2697 2.2322 -1.8846
C 1.0058 0.5468 1.7927 -1.6480 -2.0135 -2.0497
O 0.0067 0.3657 2.4228 -0.5166 0.1643 1.5406
C 1.0410 1.3627 -0.4976 3.5102 0.6021 0.0353
C -0.3204 1.7824 -0.9798 -1.1415 1.4004 -0.3840
N -1.2805 2.0590 0.0901 -0.4847 0.2199 -2.0236
H 1.3809 -2.6845 -0.3323 -0.7570 1.3258 0.0919
H -0.3133 -2.9150 -0.6264 0.0703 0.7898 0.5406
H 0.2727 -2.4496 1.0296 -0.1220 -0.6211 0.1037
H -0.8329 -0.6144 0.2061 1.3953 -0.3988 -0.7089
H 2.1420 -0.3235 0.2495 -0.2206 -0.4553 -0.1435
H 1.8202 1.1349 2.1025 1.3502 1.0358 0.8755
H 1.6235 2.1741 0.1340 -1.4722 -0.9477 -1.2637
H 1.7366 1.2582 -1.4141 -1.0459 -0.1530 1.3066
H -0.8229 1.0457 -1.6825 0.9977 0.9604 0.7135
H -0.2161 2.8011 -1.4935 0.0138 -1.5983 0.1982
H -1.4803 1.2973 0.6551 -0.7169 -2.1142 0.8401
H -0.9101 2.6835 0.7305 0.9234 1.9246 1.2224
O -0.0573 -1.5669 -3.1678 -3.8810 0.0429 1.3589
H 0.8238 -1.4347 -3.3331 3.3288 0.6127 -0.4909
H -0.2873 -1.0387 -2.3576 0.6588 -0.6923 -0.8417
O -2.3460 -0.9186 1.8301 5.4574 -1.2622 -6.2843
H -1.5384 -0.6434 2.2187 0.8918 0.6174 1.1514
H -3.0405 -0.8699 2.3192 -6.4237 0.6603 5.1093
```
Positions in Å, forces in eV/Å.

=====

Entry 2:
Density functional theory data (ωB97M-V/def2-TZVPD) for C5H4F2 in the gas phase in a non-equilibrium geometry.

Results
**LUMO level**: -0.101 eV
**Energy above the lowest of the compared OMol25 structures with the same formula, charge and spin**: 450.84 kJ/mol

Geometry as XYZ:
```
11
Properties=species:S:1:pos:R:3:forces:R:3
C -0.8004 1.1371 -0.0202 -0.4920 -0.7204 -0.6008
C -0.7931 -1.0430 -0.0397 1.3632 -4.4583 -1.5081
C 0.2641 -0.0017 -0.0016 -2.9139 1.1854 0.9877
C -1.2712 -0.0084 -0.9561 0.2846 2.0631 0.5937
C 1.5479 -0.0125 0.0823 0.5690 -0.3692 -0.4938
F 2.2607 1.0443 0.0861 1.2876 1.8805 0.0348
F 2.3081 -1.0558 0.1409 0.4538 -1.1620 0.1991
H -1.1431 1.2052 1.0207 -0.2134 -0.1275 -0.1708
H -0.7112 2.1255 -0.4716 0.4236 -0.2481 0.0137
H -0.3098 -1.9109 -0.6801 -1.6357 0.8434 1.4120
H -1.3520 -1.4797 0.8393 0.8731 1.1130 -0.4674
```
Positions in Å, forces in eV/Å.

=====

Entry 3:
Density functional theory data (ωB97M-V/def2-TZVPD) for 12 unconnected molecules or ions with the total composition C32H60Cl16N4 in a non-equilibrium geometry.

Results
**LUMO level**: 0.017 eV
**Energy above the lowest of the compared OMol25 structures with the same formula, charge and spin**: 359.43 kJ/mol
**SMILES string**: CCCC#N.CCCC#N.CCCC#N.CCCC#N.ClCCCl.ClCCCl.ClCCCl.ClCCCl.ClCCCl.ClCCCl.ClCCCl.ClCCCl

Geometry as XYZ:
```
112
Properties=species:S:1:pos:R:3:forces:R:3
C -17.7083 4.2979 -18.7526 0.0523 0.5137 0.3856
C -18.5509 3.3223 -17.9815 0.2198 -1.0749 0.2130
C -18.6795 1.9051 -18.6020 -0.5100 0.8382 0.9735
C -19.2871 1.9811 -19.9166 -0.8772 -0.8388 -2.1794
N -19.8043 1.9447 -20.9600 0.9336 0.3379 1.7971
H -16.6500 4.0949 -18.5890 0.0429 -0.0057 -0.3015
H -17.9262 5.2658 -18.3013 0.2709 0.2760 -0.2765
H -17.9418 4.3468 -19.8161 0.0218 -0.0733 0.0265
H -19.5438 3.7250 -17.7814 -0.0844 -0.0980 -0.1979
H -18.0942 3.1424 -17.0083 -0.0280 0.2102 0.1729
H -19.3647 1.3871 -17.9310 -0.1401 -0.3264 -0.2193
H -17.7546 1.3291 -18.5708 0.0978 0.2326 -0.4051
C -13.3849 -7.1902 -18.0171 0.3015 -0.2991 1.3143
C -13.1172 -6.6686 -16.5497 -0.9068 0.4444 -1.2344
C -14.3678 -6.7110 -15.5890 1.1058 0.7264 -0.7352
C -15.5071 -5.9175 -16.0823 1.5399 -1.3758 0.4058
N -16.3742 -5.3226 -16.5103 -1.2585 0.9278 -0.5319
H -13.9036 -8.1385 -17.8765 0.2839 -0.3288 -0.4836
H -12.4126 -7.2986 -18.4976 -0.0435 -0.4535 0.0174
H -13.9777 -6.6224 -18.7343 -0.2116 0.5718 0.6751
H -12.6991 -5.6665 -16.6454 -0.3051 0.2486 0.3286
H -12.3122 -7.2440 -16.0925 -0.2044 -0.3008 -0.0456
H -14.0484 -6.2377 -14.6605 -0.1234 -0.2892 0.2317
H -14.6495 -7.7496 -15.4152 -0.1824 0.1351 0.0588
C -21.5738 9.7259 -15.4978 0.6899 -0.2732 0.1442
C -22.5692 10.7422 -15.0554 -1.3990 0.6353 -0.1449
C -24.0067 10.4371 -15.5804 0.9720 0.1124 0.3573
C -24.9816 11.3440 -15.0184 -2.6915 1.8505 1.3714
N -25.8133 12.0574 -14.6001 2.1602 -1.6789 -0.9907
H -21.5361 9.6001 -16.5799 0.0601 0.1177 -0.0205
H -21.7568 8.7469 -15.0549 -0.1038 -0.0434 0.0014
H -20.6073 10.0677 -15.1273 0.2388 -0.2513 -0.2563
H -22.2800 11.7515 -15.3480 0.0355 0.0031 -0.1763
H -22.6420 10.7765 -13.9684 0.0878 -0.1052 0.0785
H -24.2065 9.4139 -15.2623 -0.4252 -0.0281 -0.2450
H -24.1242 10.5472 -16.6585 0.3746 -0.3427 -0.1183
C -22.7411 8.4797 -23.4099 -0.4560 0.6564 0.6843
C -23.8748 9.5197 -23.6640 1.1674 -0.9187 -0.6122
C -25.1582 8.8575 -24.1745 0.1039 0.2082 -0.6700
C -24.9031 8.2917 -25.5351 -0.1562 0.2213 0.4589
N -24.6275 7.8457 -26.5594 -0.1440 0.1535 0.3197
H -23.0729 7.6472 -22.7894 -0.1661 0.0101 0.0833
H -21.9729 9.0035 -22.8411 0.2938 -0.2028 -0.1533
H -22.3104 8.0430 -24.3109 -0.1396 0.2817 -0.1036
H -23.4871 10.1627 -24.4542 -0.2033 0.1567 -0.1487
H -24.0193 10.2027 -22.8269 -0.3027 -0.4574 0.2568
H -25.9379 9.6185 -24.2062 -0.1810 -0.1686 -0.3345
H -25.5313 8.0384 -23.5597 0.1865 0.0530 0.2163
Cl -9.3260 2.3899 -17.7758 0.0204 -0.0358 0.2353
C -10.2091 1.1142 -18.6074 -0.7969 -1.0500 -0.6819
C -9.3120 -0.0447 -19.1027 -1.0128 1.3254 -0.8872
Cl -8.4555 -0.7932 -17.8034 0.7728 -0.4166 0.8194
H -10.7634 1.5946 -19.4137 0.4986 -0.0681 -0.4194
H -11.0308 0.6853 -18.0339 0.3795 0.2007 0.7926
H -8.6520 0.3653 -19.8671 0.3531 -0.2635 0.2189
H -9.9049 -0.8388 -19.5565 -0.2302 0.3046 -0.0767
Cl -9.9865 11.2117 -22.3196 -0.7997 -0.6577 0.7504
C -10.9830 10.6907 -20.8765 -0.1459 -0.4658 0.3868
C -12.0756 9.6244 -21.0854 -0.4492 1.0227 -1.5701
Cl -11.5195 8.0383 -21.6279 0.4434 -0.3351 0.3679
H -11.4469 11.6020 -20.4992 -0.0444 -0.0831 -0.1155
H -10.3079 10.3190 -20.1057 0.2605 0.1585 -0.2465
H -12.7275 9.9036 -21.9131 0.0997 0.4368 -0.0149
H -12.7788 9.5332 -20.2575 0.6363 -0.0773 0.4421
Cl -14.8406 -1.6419 -22.6849 0.1267 0.0771 -0.2612
C -15.0004 -1.5588 -24.4598 -0.6529 -1.9324 -0.6473
C -14.8644 -0.1822 -25.0164 -0.0581 0.3421 0.5174
Cl -13.2192 0.4083 -24.6785 0.1993 0.3288 -0.0353
H -15.9435 -2.0555 -24.6875 -0.6683 0.8360 0.1478
H -14.3926 -2.3258 -24.9400 1.0340 0.4786 0.3397
H -15.5826 0.4388 -24.4810 0.1916 0.3074 -0.1837
H -15.0020 -0.0708 -26.0919 -0.1718 -0.4346 0.1430
Cl -25.9576 3.1639 -17.5987 0.0723 -0.1132 -0.0687
C -26.6857 3.0940 -19.2122 -0.8425 -0.5975 -0.7362
C -28.1292 2.5552 -19.1882 0.0830 0.7490 -0.1763
Cl -28.1839 0.8124 -18.7030 -0.1201 1.0098 -0.1106
H -26.1456 2.4338 -19.8909 0.4660 -0.0325 0.4354
H -26.6162 4.0919 -19.6451 -0.3452 0.0127 0.1475
H -28.6090 2.6647 -20.1608 0.5249 -0.4839 -0.3757
H -28.7838 3.2106 -18.6138 0.1680 -0.5493 0.8805
Cl -21.9152 -5.0019 -20.0802 0.2045 0.0674 0.2397
C -20.9183 -5.4768 -21.4620 -0.1357 -1.2308 -0.9523
C -20.3269 -6.9047 -21.2946 -0.2243 0.5464 0.9043
Cl -19.0651 -7.1590 -22.5097 0.0872 -0.0967 -0.2060
H -20.1368 -4.7600 -21.7143 -0.0095 0.0179 0.6059
H -21.6004 -5.4793 -22.3121 0.0807 -0.0501 -0.0270
H -21.0386 -7.7289 -21.3416 -0.2791 0.3763 -0.4776
H -19.8855 -7.0373 -20.3068 0.2808 0.3780 -0.0804
Cl -13.1857 0.3432 -12.9502 -0.1631 0.1284 -0.0614
C -12.9983 2.0792 -12.5252 0.4580 -0.2808 0.4745
C -11.6220 2.2015 -11.8670 0.2384 0.4324 -0.1773
Cl -11.2335 3.9319 -11.5269 -0.1984 -0.1954 -0.0614
H -13.8016 2.3375 -11.8352 0.1238 -0.0132 -0.0742
H -13.0943 2.6692 -13.4367 0.1870 -0.0969 0.1324
H -10.8247 1.8416 -12.5172 -0.2325 0.0358 -0.1008
H -11.5183 1.6795 -10.9158 -0.4094 -0.0109 -0.1430
Cl -26.8807 1.9444 -26.5330 -0.1577 0.4041 -0.1139
C -25.1647 1.5071 -26.6985 -0.6132 -0.5892 -0.2278
C -25.0516 -0.0260 -26.7173 0.5637 1.3760 0.3678
Cl -25.5642 -0.8012 -25.2023 0.1733 0.0397 -0.0299
H -24.6184 2.0514 -25.9282 0.0204 -0.5275 0.1398
H -24.7852 1.8431 -27.6635 -0.2443 0.1596 -0.0538
H -23.9756 -0.1307 -26.8567 -0.0811 -0.9266 -0.0831
H -25.6653 -0.4443 -27.5151 0.3366 0.0741 0.0107
Cl -20.3083 -0.0620 -11.5836 0.2858 -0.4713 0.1617
C -20.5073 -1.8436 -11.5566 -1.1532 -0.3726 -0.9565
C -21.7554 -2.2304 -12.4070 0.7262 0.3607 0.3515
Cl -23.2100 -2.1809 -11.3994 -0.3354 -0.2868 0.1473
H -20.6428 -2.1893 -10.5318 0.0154 0.2535 -0.0813
H -19.6695 -2.3894 -11.9905 0.3424 0.6259 0.0265
H -21.5795 -3.2145 -12.8416 -0.3865 -0.1205 0.2607
H -21.9817 -1.5394 -13.2190 0.5102 0.0118 0.0799
```
Positions in Å, forces in eV/Å.